{
  "formula": "C9H19ClN3O",
  "method": "ωB97M-V/def2-TZVPD",
  "homo_ev": -12.24,
  "multiplicity": 1,
  "lumo_ev": -3.1,
  "total_charge": 1,
  "e_tot_ha": -1053.7281,
  "relative_energy_kcal_mol": 32.36,
  "symbols": ["H", "H", "H", "N", "C", "C", "H", "H", "C", "H", "H", "O", "H", "H", "Cl", "N", "C", "H", "H", "H", "H", "H", "C", "C", "C", "H", "H", "N", "C", "H", "H", "C", "H"],
  "positions_angstrom": [[-0.844, -0.706, -0.723], [-5.117, -0.063, 0.723], [5.875, -0.527, -0.635], [3.092, 0.195, -0.488], [5.059, -1.004, -1.160], [5.075, -2.302, -1.384], [5.465, -3.008, -0.666], [-0.309, -2.467, -0.782], [3.928, -0.141, -1.656], [1.487, 0.510, 1.415], [1.319, -1.829, 0.957], [-4.943, 0.513, -0.031], [-4.137, 2.335, -0.409], [1.632, -1.663, -1.740], [-0.747, -1.404, 2.099], [0.986, 0.143, 0.609], [-4.320, 1.700, 0.458], [-5.484, 1.773, 2.279], [-4.809, 3.339, 1.795], [3.463, 0.733, 0.282], [3.363, -0.673, -2.407], [-2.483, 2.241, 1.483], [-5.253, 2.414, 1.424], [1.851, -0.160, -0.425], [-2.997, 1.349, 1.121], [-3.156, 0.674, 1.966], [4.719, -2.703, -2.327], [1.140, -0.885, -1.311], [0.418, -1.222, 0.840], [-6.197, 2.652, 0.936], [4.317, 0.792, -2.055], [-0.050, -1.437, -0.604], [-2.344, 0.832, 0.415]]
}